Formula: C36H33BN6SeTl
Source: the Open Molecules 2025 dataset
Level of theory: ωB97M-V/def2-TZVPD

HOMO level (eV): -3.2397
M (g/mol): 843.857
Electronic energy (a.u.): -4319.071516
Kohn-Sham gap (eV): 5.4831
LUMO level (eV): 2.2
Charge: -1

The geometry in XYZ format:
```
78
Properties=species:S:1:pos:R:3:lowdin_charge:R:1
Tl -0.01937 0.30306 0.22859 0.803
C 2.40200 -0.14720 -5.07504 -0.029
C 2.43820 -0.04723 -3.58843 -0.277
C 3.63458 -0.14508 -2.82773 0.037
C 3.16748 -0.01628 -1.46122 -0.238
N 1.80877 0.03653 -1.43908 -0.020
N 1.37913 0.03202 -2.75604 0.024
B -0.20921 0.08557 -3.15713 -0.477
N -0.81866 -1.26699 -2.72776 0.030
N -1.25086 -1.55398 -1.41857 0.060
C -1.63337 -2.85989 -1.39347 -0.236
C -1.53148 -3.43142 -2.70483 0.026
C -1.08300 -2.37680 -3.49082 -0.275
C -0.76986 -2.42966 -4.95424 -0.030
C -2.07428 -3.55716 -0.19638 -0.169
C -2.76473 -4.78264 -0.37980 -0.039
C -3.12509 -5.53723 0.73085 -0.097
C -2.83500 -5.04488 2.01291 -0.104
C -2.10479 -3.87586 2.16791 -0.078
C -1.77182 -3.08306 1.07628 -0.022
N -1.04507 1.36913 -2.77220 0.035
N -1.43080 1.70490 -1.45395 0.014
C -1.99521 2.93823 -1.52181 -0.231
C -2.04799 3.37552 -2.89172 0.019
C -1.43549 2.36772 -3.60949 -0.288
C -1.31691 2.36673 -5.10087 -0.030
C -2.21898 3.71754 -0.30865 -0.156
C -2.28830 3.11378 0.97311 -0.033
C -2.57444 3.91433 2.07244 -0.075
C -2.74820 5.28386 1.92003 -0.109
C -2.57491 5.89952 0.69523 -0.116
C -2.26515 5.13925 -0.40999 -0.040
C 4.03304 0.10126 -0.32435 -0.180
C 3.64457 -0.03787 0.99426 -0.014
C 4.64190 -0.04215 2.01917 -0.057
C 5.98599 -0.01835 1.67398 -0.107
C 6.42272 0.09119 0.32526 -0.084
C 5.43230 0.15199 -0.65621 -0.035
H 3.42394 -0.06931 -5.43859 0.076
H 2.07146 -1.14772 -5.35177 0.066
H 1.74229 0.59803 -5.54284 0.077
H 4.66239 -0.29514 -3.11711 0.086
H -0.19095 0.17358 -4.36568 0.088
H -1.81026 -4.45811 -2.90056 0.093
H -1.21405 -3.36082 -5.33883 0.082
H -1.23052 -1.58537 -5.47684 0.079
H 0.29959 -2.44817 -5.13177 0.062
H -2.91481 -5.17769 -1.38588 0.094
H -3.59325 -6.50313 0.57462 0.093
H -3.17120 -5.61465 2.91090 0.107
H -1.80141 -3.51785 3.17918 0.118
H -1.24133 -2.14341 1.22441 0.052
H -2.42790 4.32164 -3.19184 0.092
H -2.31429 2.12899 -5.53227 0.094
H -1.04593 3.36200 -5.43474 0.075
H -0.62773 1.60512 -5.51159 0.054
H -2.23706 2.00676 1.04598 0.078
H -2.78420 3.45074 3.03851 0.112
H -3.03396 5.91570 2.79256 0.110
H -2.65439 6.97178 0.64402 0.093
H -2.04135 5.67681 -1.35610 0.113
H 2.57592 -0.15409 1.26379 0.050
H 4.33368 -0.11447 3.05550 0.104
H 6.78999 -0.06596 2.41472 0.094
H 7.47932 0.28723 0.11350 0.096
H 5.66870 0.27079 -1.71638 0.084
Se 0.04772 0.16796 3.83373 0.317
C -0.02512 0.03189 5.69517 -0.786
C -0.16431 -1.27368 6.26506 -0.178
C -0.24676 -1.42423 7.63570 -0.144
C -0.21066 -0.32311 8.49512 -0.145
C -0.14457 0.94992 7.93665 -0.142
C -0.00739 1.13434 6.57456 -0.169
H -0.19150 -2.13407 5.56703 0.078
H -0.37539 -2.44141 8.01432 0.088
H -0.38752 -0.45820 9.57339 0.086
H -0.25893 1.83094 8.57780 0.090
H 0.19407 2.08795 6.09631 0.079
```